ORCA calculation (wB97M-V/def2-TZVPD) on one molecule with the formula C7H10.

Output
SMILES   C#CC[C@@H]1C[C@@H]1C
Orbital gap   0.39942 hartree
HOMO energy   -9.75 eV
Max |F|   0.47 eV Å⁻¹

Last column: Mulliken charge in e.
Element x y z (Å)
C (-1.23, 1.01, 0.67)  -1.44
C (-1.23, -0.40, 0.13)  0.29
C (-1.11, -0.69, -1.34)  -0.84
C (0.01, -1.08, -0.41)  0.03
C (1.37, -0.40, -0.55)  -1.04
C (1.87, 0.32, 0.64)  -0.40
C (2.32, 0.95, 1.56)  0.11
H (-2.24, 1.45, 0.59)  0.37
H (-0.94, 1.03, 1.72)  0.31
H (-0.54, 1.66, 0.13)  0.32
H (-1.89, -1.08, 0.67)  0.34
H (-1.73, -1.46, -1.79)  0.29
H (-0.92, 0.16, -1.99)  0.25
H (0.08, -2.14, -0.17)  0.36
H (1.36, 0.30, -1.39)  0.28
H (2.10, -1.17, -0.81)  0.38
H (2.72, 1.52, 2.37)  0.40

***

ORCA calculation (wB97M-V/def2-TZVPD) on one molecule with the formula C7H10N2O2.

Output
SMILES   C[C@@H](Cn1cccn1)C(=O)O
Orbital gap   0.37160 hartree
HOMO energy   -9.53 eV
Max |F|   8.54 eV Å⁻¹

Last column: Mulliken charge in e.
Element x y z (Å)
C (1.12, 0.37, 1.05)  -1.34
C (-0.25, 1.13, 1.06)  0.39
C (-0.99, 0.96, -0.26)  -0.73
C (0.49, 0.00, -2.18)  0.11
C (0.68, -1.28, -2.42)  -0.76
C (0.20, -2.04, -1.29)  -0.16
C (-0.97, 0.73, 2.32)  0.42
H (1.85, 0.58, 0.03)  0.23
H (1.07, -0.70, 1.04)  0.42
H (1.93, 0.82, 1.88)  0.31
H (-0.08, 2.38, 1.09)  0.36
H (-0.88, 2.02, -0.58)  0.29
H (-2.04, 0.86, -0.36)  0.37
H (0.54, 1.02, -2.62)  0.39
H (0.66, -2.05, -3.48)  0.19
H (0.21, -3.16, -1.11)  0.38
H (-0.54, -1.18, 1.67)  0.39
N (-0.18, -0.04, -0.98)  0.55
N (-0.36, -1.28, -0.42)  -0.73
O (-1.13, -0.75, 2.36)  -0.50
O (-1.33, 1.62, 3.21)  -0.56

***

ORCA calculation (wB97M-V/def2-TZVPD) on a 2-piece molecular cluster, CH7N2O overall.

Output
Net charge   -1
Orbital gap   0.24788 hartree
HOMO energy   -2.43 eV
Max |F|   0.72 eV Å⁻¹

Last column: Mulliken charge in e.
Element x y z (Å)
N (-2.16, 0.73, 1.40)  -0.82
H (-2.78, 0.14, 0.85)  0.21
H (-1.79, 0.13, 2.12)  0.22
H (-1.37, 0.97, 0.81)  0.35
N (0.27, -0.16, -0.48)  -0.48
C (1.75, -0.16, -0.75)  -0.45
O (2.14, -0.93, -1.74)  -0.87
H (0.00, -1.10, -0.18)  0.22
H (-0.14, -0.11, -1.41)  0.22
H (2.16, -0.45, 0.26)  0.22
H (1.93, 0.94, -0.88)  0.18

***

ORCA calculation (wB97M-V/def2-TZVPD) on one molecule with the formula C4H8O.

Output
Orbital gap   0.33641 hartree
HOMO energy   -8.10 eV
Max |F|   1.42 eV Å⁻¹

Last column: Mulliken charge in e.
Element x y z (Å)
C (0.31, 0.83, 1.22)  -1.05
C (0.46, 0.58, -0.29)  -0.33
C (-0.65, -0.04, -1.07)  -0.45
C (0.15, -1.87, 0.08)  -0.34
O (-0.80, -1.55, -0.74)  -0.24
H (0.59, 1.87, 1.42)  0.35
H (-0.73, 0.69, 1.55)  0.31
H (0.93, 0.18, 1.84)  0.30
H (1.45, 0.21, -0.57)  0.33
H (-0.45, 0.05, -2.14)  0.31
H (0.29, 1.53, -0.82)  0.30
H (-1.60, 0.46, -0.83)  0.34
H (0.06, -2.94, 0.34)  0.16

***

ORCA calculation (wB97M-V/def2-TZVPD) on an isolated ion of composition C2H7BrN and charge +1.

Output
Net charge   +1
SMILES   C[NH2+]CBr
Orbital gap   0.41029 hartree
HOMO energy   -15.01 eV
Max |F|   4.90 eV Å⁻¹

Last column: Mulliken charge in e.
Element x y z (Å)
C (0.49, -1.10, 0.48)  -0.90
C (-0.31, 0.83, -0.77)  -0.52
N (0.04, 0.26, 0.55)  -0.12
Br (-1.66, 2.20, -0.63)  -0.01
H (1.43, -1.08, -0.08)  0.39
H (0.59, -1.56, 1.45)  0.36
H (-0.18, -1.89, -0.08)  0.34
H (0.47, 1.21, -1.48)  0.38
H (-0.69, -0.02, -1.51)  0.32
H (0.65, 0.99, 0.97)  0.36
H (-0.85, 0.15, 1.09)  0.40

***

ORCA calculation (wB97M-V/def2-TZVPD) on CH3GdMgO2 as an isolated structure.

Output
⟨S²⟩   16.226
Orbital gap (alpha / beta)   0.25191 / 0.19191 hartree
HOMO energy (alpha / beta)   -7.64 / -7.21 eV
Max |F|   1.45 eV Å⁻¹
Multiplicity   8

Last column: Löwdin spin population.
Element x y z (Å)
O (0.58, 1.90, -0.36)  -0.05
C (-0.59, 1.76, 0.35)  0.00
O (-0.85, 0.40, 0.57)  0.03
H (-1.45, 2.21, -0.20)  0.00
H (-0.53, 2.27, 1.34)  0.00
Gd (1.17, -0.16, -0.64)  6.72
Mg (-1.11, -1.50, 0.53)  0.28
H (3.00, -0.99, -1.47)  0.02

***

ORCA calculation (wB97M-V/def2-TZVPD) on one molecule with the formula C3H2O3.

Output
SMILES   O=C[C@H]1OC1=O
Orbital gap   0.34038 hartree
HOMO energy   -9.19 eV
Max |F|   0.67 eV Å⁻¹

Last column: Mulliken charge in e.
Element x y z (Å)
O (-0.36, -1.03, -2.09)  -0.32
C (-0.55, -0.69, -1.00)  0.81
O (-0.04, 1.37, -0.70)  -0.57
C (0.44, 0.94, 0.37)  0.18
C (0.15, -0.38, 0.74)  -0.61
O (-1.15, -0.80, 0.10)  -0.22
H (1.13, 1.55, 0.97)  0.36
H (0.39, -0.98, 1.61)  0.37

***

ORCA calculation (wB97M-V/def2-TZVPD) on one molecule with the formula C4H7BrO.

Output
SMILES   C=C[C@@H](O)CBr
Orbital gap   0.40626 hartree
HOMO energy   -10.29 eV
Max |F|   6.73 eV Å⁻¹

Last column: Mulliken charge in e.
Element x y z (Å)
C (1.55, 0.79, 0.61)  -0.55
C (0.30, 0.76, 0.35)  -0.31
C (-0.95, -1.09, -1.07)  -0.68
C (-0.71, -0.62, 0.39)  0.07
O (-1.82, -0.18, 1.17)  -0.50
Br (-1.65, -2.95, -1.02)  -0.18
H (1.93, 1.80, 0.37)  0.24
H (2.05, -0.04, 1.14)  0.27
H (-0.25, 1.57, -0.19)  0.24
H (-1.84, -0.58, -1.54)  0.38
H (0.05, -1.06, -1.52)  0.42
H (-0.15, -1.49, 0.98)  0.30
H (-2.52, -0.78, 0.96)  0.31

***

ORCA calculation (wB97M-V/def2-TZVPD) on a 2-piece molecular cluster, CHFN2O overall.

Output
Orbital gap (alpha / beta)   0.32400 / 0.32410 hartree
HOMO energy (alpha / beta)   -9.37 / -9.38 eV
Max |F|   6.04 eV Å⁻¹

Last column: Mulliken charge in e.
Element x y z (Å)
C (1.53, 0.13, -0.34)  0.00
N (-1.17, -0.24, -1.00)  -0.33
N (-1.60, -0.44, 0.02)  0.86
O (-2.03, -0.65, 1.03)  -0.54
F (0.98, 0.24, 0.86)  -0.09
H (2.27, 0.96, -0.57)  0.10

***

ORCA calculation (wB97M-V/def2-TZVPD) on C31H51BrHgN2OP2 as an isolated structure.

Output
Net charge   +2
Orbital gap   0.13057 hartree
HOMO energy   -11.73 eV
Max |F|   2.96 eV Å⁻¹

Last column: Mulliken charge in e.
Element x y z (Å)
N (-5.88, 4.21, -5.04)  -0.53
C (-5.61, 4.63, -3.80)  -0.37
C (-4.73, 3.96, -2.96)  -0.46
C (-4.06, 2.79, -3.39)  0.38
C (-4.28, 2.41, -4.74)  -0.33
C (-5.23, 3.13, -5.50)  -0.37
C (-3.15, 2.09, -2.47)  -0.92
Hg (-0.22, -0.30, -1.88)  0.74
P (4.62, -0.96, -0.56)  -0.22
C (-1.93, 1.53, -2.71)  -0.26
C (-0.81, 2.04, -1.88)  0.49
C (0.35, 2.58, -2.52)  0.13
C (1.11, 3.57, -1.92)  -0.82
C (0.88, 3.91, -0.56)  0.01
C (-0.38, 3.53, 0.00)  -1.11
C (-1.15, 2.54, -0.57)  -0.31
Br (2.30, 4.35, 0.51)  0.03
H (-3.43, 2.23, -1.41)  0.51
H (-1.75, 0.98, -3.63)  0.67
H (-4.56, 4.37, -1.96)  0.36
H (-3.78, 1.56, -5.21)  0.34
H (-6.15, 5.52, -3.47)  0.37
H (-5.49, 2.83, -6.53)  0.36
H (0.61, 2.19, -3.50)  0.55
H (-1.97, 2.08, -0.01)  0.50
H (1.89, 4.03, -2.51)  0.54
H (-0.72, 4.00, 0.91)  0.54
P (-0.39, -2.52, -0.98)  0.48
C (4.20, 0.80, -0.40)  0.20
C (5.44, 1.69, -0.44)  -1.27
H (3.67, 0.91, 0.55)  0.26
H (3.52, 1.02, -1.24)  -0.07
H (5.18, 2.70, -0.11)  0.28
H (6.23, 1.30, 0.22)  0.36
H (5.86, 1.76, -1.45)  0.34
C (4.02, -1.64, -2.11)  0.47
C (5.15, -2.46, -2.77)  -1.32
H (3.72, -0.79, -2.73)  0.38
H (3.15, -2.28, -1.87)  -0.56
H (4.91, -2.66, -3.82)  0.40
H (6.11, -1.92, -2.74)  0.36
H (5.30, -3.43, -2.28)  0.34
C (3.80, -1.82, 0.81)  0.36
C (4.78, -2.13, 1.96)  -1.44
H (3.37, -2.75, 0.40)  0.14
H (2.99, -1.16, 1.15)  -0.05
H (4.34, -2.85, 2.66)  0.39
H (5.72, -2.53, 1.57)  0.38
H (5.04, -1.22, 2.53)  0.34
C (-0.07, -3.23, 0.67)  0.58
C (-0.96, -4.45, 0.92)  -1.30
H (-0.22, -2.43, 1.42)  -0.34
H (0.99, -3.51, 0.70)  0.41
H (-2.02, -4.20, 0.97)  0.23
H (-0.85, -5.21, 0.13)  0.32
H (-0.68, -4.94, 1.86)  0.43
C (0.02, -3.93, -2.06)  -0.59
C (0.09, -3.65, -3.55)  -1.30
H (-0.78, -4.67, -1.88)  0.55
H (0.95, -4.35, -1.67)  0.51
H (-0.89, -3.70, -4.02)  0.36
H (0.55, -2.67, -3.75)  0.23
H (0.69, -4.43, -4.02)  0.40
C (-2.22, -2.45, -1.07)  -1.06
C (-2.86, -1.79, 0.16)  -0.84
H (-2.58, -3.47, -1.24)  0.52
H (-2.47, -1.88, -1.98)  0.64
H (-3.65, -1.11, -0.16)  0.40
H (-3.31, -2.54, 0.82)  0.35
H (-2.13, -1.21, 0.75)  -0.10
O (-0.55, -0.15, 2.19)  -0.51
C (-0.77, 0.04, 3.39)  0.23
C (0.32, 0.34, 4.40)  -0.64
C (0.21, 1.71, 5.06)  -0.51
C (-0.75, 1.75, 6.25)  -0.72
C (-2.21, 1.49, 5.88)  -0.63
C (-2.45, 0.09, 5.30)  -0.75
N (-2.04, -0.03, 3.90)  -0.03
H (0.33, -0.45, 5.16)  0.46
H (1.27, 0.28, 3.85)  0.17
H (1.20, 1.99, 5.42)  0.38
H (-0.07, 2.48, 4.32)  0.24
H (-0.42, 1.03, 7.02)  0.30
H (-0.68, 2.73, 6.73)  0.35
H (-2.82, 1.58, 6.78)  0.36
H (-2.57, 2.25, 5.18)  0.31
H (-1.93, -0.66, 5.92)  0.30
H (-3.52, -0.12, 5.36)  0.42
H (-2.74, -0.38, 3.24)  0.26

***

ORCA calculation (wB97M-V/def2-TZVPD) on one molecule with the formula C4H8O.

Output
SMILES   COC1CC1
Orbital gap   0.40702 hartree
HOMO energy   -9.94 eV
Max |F|   5.39 eV Å⁻¹

Last column: Mulliken charge in e.
Element x y z (Å)
C (-0.68, 1.47, 0.83)  -0.54
C (0.74, -0.05, -0.16)  -0.09
C (-0.22, -1.24, -0.06)  -0.65
C (0.57, -0.97, -1.24)  -0.35
H (-1.72, 0.92, 0.83)  0.21
H (-0.17, 1.17, 1.98)  0.23
H (-0.79, 2.63, 0.82)  0.22
H (1.67, -0.09, 0.34)  0.42
H (0.12, -2.00, 0.68)  0.20
H (-1.29, -1.06, -0.06)  0.28
H (1.61, -1.42, -1.55)  0.21
H (-0.05, -0.61, -2.11)  0.22
O (0.21, 1.26, -0.29)  -0.36

***

ORCA calculation (wB97M-V/def2-TZVPD) on a 2-piece molecular cluster, C2H4NP overall.

Output
Orbital gap (alpha / beta)   0.27229 / 0.27204 hartree
HOMO energy (alpha / beta)   -9.02 / -9.03 eV
Max |F|   3.86 eV Å⁻¹

Last column: Mulliken charge in e.
Element x y z (Å)
C (-1.08, -1.18, 0.25)  0.25
C (-1.39, 0.26, 0.22)  -0.65
N (-0.91, -2.32, 0.27)  -0.35
P (3.47, 0.19, -0.06)  -0.04
H (-0.37, 0.69, 0.67)  0.20
H (-2.21, 0.78, 0.73)  0.31
H (-1.31, 0.46, -0.83)  0.24
H (3.82, 1.11, -1.25)  0.05